The following is a quantum chemistry calculation of C30H25As4CrF24N5O10 as an isolated structure in a non-equilibrium geometry, from the Open Molecules 2025 dataset.

Last column: Löwdin spin population.
Atoms and positions in Å:
Cr (0.02651, 0.10510, 0.20841)  2.855
As (-3.20516, 2.06271, 0.21866)  0.000
F (-2.35990, 3.38116, -0.52947)  0.000
F (-2.52504, 2.49387, 1.75117)  0.000
F (-3.95109, 0.68451, 1.01055)  0.000
F (-3.85461, 1.40943, -1.26983)  -0.001
F (-1.72792, 1.00297, -0.02295)  0.015
F (-4.61183, 3.07010, 0.39160)  0.000
As (1.41289, -2.68120, 2.36118)  0.002
F (-0.22830, -3.23338, 2.16833)  0.000
F (0.99307, -1.69316, 3.70485)  0.001
F (3.07188, -2.08932, 2.38626)  0.001
F (1.81599, -3.65113, 0.94844)  0.001
F (0.96247, -1.35080, 1.21562)  0.026
F (1.83040, -3.98787, 3.42860)  0.000
As (-0.34507, 0.52370, -3.52695)  -0.001
F (0.64675, 1.96373, -3.61124)  -0.001
F (0.99769, -0.59568, -3.75570)  -0.001
F (-1.38960, -0.89967, -3.35688)  0.000
F (-1.65882, 1.50743, -3.04638)  0.000
F (-0.65794, 0.52275, -5.22875)  0.000
F (0.05324, 0.46002, -1.69688)  0.018
As (1.17761, 2.00481, 3.24440)  0.001
F (0.05575, 3.33506, 3.17696)  0.000
F (2.16374, 2.78635, 2.02492)  0.001
F (2.26361, 0.65479, 3.20105)  0.001
F (0.05474, 1.29115, 4.40030)  0.000
F (0.28441, 1.26042, 1.84726)  0.018
F (2.11863, 2.72499, 4.50810)  0.000
C (0.13449, 7.65455, -0.00989)  0.000
C (0.99732, 7.32592, -1.04902)  0.000
C (1.38945, 6.02140, -1.19964)  0.000
C (0.79647, 5.00315, -0.48273)  0.000
C (-0.19426, 5.31266, 0.44431)  0.000
C (-0.44557, 6.64578, 0.76784)  0.000
N (1.24184, 3.66383, -0.76867)  0.001
O (2.32050, 3.47927, -1.30608)  0.000
O (0.52909, 2.72475, -0.46273)  0.009
H (-0.07305, 8.67432, 0.28877)  0.000
H (1.30777, 8.11439, -1.72050)  0.000
H (2.09692, 5.82479, -1.99478)  0.000
H (-0.59640, 4.52189, 1.06619)  0.000
H (-1.21141, 6.86224, 1.49760)  0.000
C (1.72114, -5.29055, -4.83292)  0.000
C (2.96654, -5.25580, -4.20897)  0.000
C (3.17707, -4.31961, -3.18287)  0.000
C (2.15928, -3.46020, -2.84573)  0.000
C (0.89804, -3.52521, -3.43711)  0.000
C (0.70196, -4.43687, -4.45522)  0.000
N (2.35870, -2.53216, -1.73530)  0.001
O (1.42472, -1.86930, -1.32075)  0.005
O (3.47309, -2.46532, -1.25785)  -0.001
H (1.61512, -5.96048, -5.67763)  0.000
H (3.72570, -5.93779, -4.56162)  0.000
H (4.16380, -4.31015, -2.74553)  0.000
H (0.06095, -2.97404, -3.04622)  0.000
H (-0.25087, -4.47080, -4.96689)  0.000
C (7.02596, 0.89029, 1.02227)  0.000
C (6.88376, 1.15124, -0.36352)  0.000
C (5.62401, 1.10173, -0.91166)  0.000
C (4.53429, 0.76671, -0.13535)  0.001
C (4.66071, 0.43596, 1.19599)  0.000
C (5.90400, 0.56625, 1.78938)  0.000
N (3.22806, 0.61544, -0.80433)  0.003
O (2.19958, 0.50085, -0.13772)  0.023
O (3.19057, 0.69594, -2.01323)  0.001
H (8.02514, 0.92386, 1.43280)  0.000
H (7.78487, 1.31581, -0.93540)  0.000
H (5.44803, 1.27657, -1.96559)  0.000
H (3.72974, 0.22700, 1.70893)  0.000
H (6.06242, 0.33120, 2.83246)  0.000
C (-5.50452, -3.05983, -2.45435)  0.000
C (-5.21297, -1.98957, -1.62254)  0.000
C (-3.92436, -1.87034, -1.13948)  0.000
C (-2.95385, -2.79548, -1.47947)  -0.001
C (-3.23894, -3.85393, -2.33937)  0.000
C (-4.53663, -4.03228, -2.79597)  0.000
N (-1.61109, -2.67647, -0.91794)  -0.001
O (-1.23148, -1.58240, -0.52066)  -0.003
O (-0.93635, -3.67348, -0.90836)  0.004
H (-6.50122, -3.20751, -2.85150)  0.000
H (-6.01271, -1.27622, -1.48595)  0.000
H (-3.65275, -1.04160, -0.50196)  0.000
H (-2.58249, -4.64684, -2.67266)  0.000
H (-4.91568, -4.76783, -3.48976)  0.000
C (-4.55691, -0.10677, 5.83879)  0.000
C (-4.95219, -1.25831, 5.16136)  0.000
C (-4.30433, -1.61715, 3.99866)  0.000
C (-3.23579, -0.84810, 3.53238)  0.001
C (-2.87036, 0.31026, 4.20037)  0.000
C (-3.52712, 0.68816, 5.35258)  0.000
N (-2.49811, -1.26372, 2.33415)  0.002
O (-1.53831, -0.62653, 1.97497)  0.018
O (-2.94050, -2.22065, 1.75282)  0.000
H (-5.11958, 0.31854, 6.66094)  0.000
H (-5.83865, -1.77918, 5.49515)  0.000
H (-4.56525, -2.56652, 3.55217)  0.000
H (-2.15180, 0.98248, 3.74724)  0.000
H (-3.28974, 1.57896, 5.91566)  0.000

Computed properties:
Kohn-Sham gap (spin up / spin down) = 6.21 / 8.02 eV
net charge = -1
⟨S²⟩ = 3.76
2S+1 = 4
HOMO level (spin up / spin down) = -0.29329 / -0.29328 Ha